[1]
{"formula": "C5H9N6", "method": "ωB97M-V with the def2-TZVPD basis set", "elements": ["N", "N", "N", "N", "N", "N", "C", "C", "C", "C", "C", "H", "H", "H", "H", "H", "H", "H", "H", "H"], "xyz": [[1.86925, -2.41220, 0.78121], [1.87643, -1.27015, 1.40590], [-0.66534, 3.16186, -0.23764], [1.45734, -0.13104, 1.13204], [-0.61107, 0.89030, 0.60102], [-2.67055, 0.31202, 0.67223], [-1.39685, -0.14552, 0.91820], [1.76191, -2.67718, -0.68135], [-2.65670, 1.63289, 0.37666], [-1.34950, 2.03275, 0.32566], [0.75068, 0.85276, 0.67942], [2.52909, -2.00863, -1.01106], [1.24594, 1.73345, 0.31897], [-0.76394, 3.08966, -1.24954], [-1.10091, 4.05341, -0.07321], [1.94041, -3.74221, -0.84672], [0.87873, -2.42684, -1.21685], [2.40083, -3.11540, 1.29416], [-3.59698, 2.20583, 0.24665], [-3.41907, -0.19562, 1.02026]], "homo_ev": -12.5, "charge": 1}

=====

[2]
{"formula": "C5H9NO", "method": "ωB97M-V with the def2-TZVPD basis set", "elements": ["O", "N", "C", "C", "C", "C", "C", "H", "H", "H", "H", "H", "H", "H", "H", "H"], "xyz": [[0.97658, -1.28733, -0.17151], [0.62701, 0.77598, 1.80189], [0.97855, 0.07772, -0.53002], [2.23324, -0.67611, -0.43248], [-2.14889, -0.73207, -0.15003], [-2.15183, 0.55096, 0.21504], [0.73152, 1.05389, 0.57225], [0.67035, -0.24264, 1.92321], [0.56820, 0.30507, -1.51570], [2.74800, -0.99215, -1.33490], [-1.87044, 0.89825, 1.21147], [-2.46690, 1.30690, -0.49614], [-2.10403, -1.55957, 0.54201], [-2.29661, -0.98755, -1.19911], [0.66061, 2.09728, 0.25383], [2.84787, -0.50927, 0.45239]], "homo_ev": -9.9}

=====

[3]
{"formula": "C5H9NO", "method": "ωB97M-V with the def2-TZVPD basis set", "elements": ["O", "N", "C", "C", "C", "C", "C", "H", "H", "H", "H", "H", "H", "H", "H", "H"], "xyz": [[-2.08506, 0.08708, 0.86118], [-0.61641, 0.57170, -1.27464], [1.22354, -0.92780, -0.71161], [-0.92515, -0.69162, 0.66210], [-1.70146, 0.93507, -1.58549], [0.77500, 1.20570, 0.58704], [0.16410, 0.03129, -0.17827], [-2.46685, 0.37578, 0.01832], [1.93874, -0.38654, -1.34018], [-1.14836, -1.66435, 0.19395], [0.76416, -1.71586, -1.31627], [1.43449, 0.83914, 1.38056], [1.77057, -1.39052, 0.11560], [1.36170, 1.83665, -0.08760], [-0.46820, -0.91327, 1.64033], [-0.02081, 1.80758, 1.03498]], "homo_ev": -10.6}

=====

[4]
{"formula": "C5H9NO", "method": "ωB97M-V with the def2-TZVPD basis set", "elements": ["O", "N", "C", "C", "C", "C", "C", "H", "H", "H", "H", "H", "H", "H", "H", "H"], "xyz": [[1.06043, 0.64514, 1.95996], [-1.62523, -0.43299, 0.06309], [1.35257, 0.42551, 0.59714], [-1.32272, -0.81429, -1.49790], [0.90776, -0.95547, 0.05510], [-0.30794, -0.28010, -0.59300], [0.36374, 1.09240, -0.39181], [-2.16086, 0.40176, 0.28352], [-0.23326, 1.92549, 0.00085], [-1.79223, 0.01188, -2.04820], [-1.93856, -1.32255, 0.38761], [1.56872, -1.34352, -0.72547], [0.15331, 0.35460, 2.12046], [0.73392, -1.74147, 0.79926], [0.84543, 1.40977, -1.32171], [2.40571, 0.68743, 0.47601]], "homo_ev": -7.6}

=====

[5]
{"formula": "C5H9NO", "method": "ωB97M-V with the def2-TZVPD basis set", "elements": ["O", "N", "C", "C", "C", "C", "C", "H", "H", "H", "H", "H", "H", "H", "H", "H"], "xyz": [[-1.59493, -1.06711, 0.77666], [0.76789, 2.80544, -0.57620], [-0.56163, -0.50362, -1.54847], [1.28800, -0.25532, 0.96290], [0.46317, 1.87960, 0.04507], [-1.05732, -0.03812, -0.00105], [0.06996, 0.67766, 0.78053], [-0.24242, 1.00483, 1.78780], [-0.07002, -1.44613, -1.39229], [2.11105, 0.26280, 1.46117], [-0.84876, -1.60731, 1.08522], [0.10179, 0.23484, -2.03394], [-1.72364, 0.46224, -0.64725], [-1.38944, -0.66978, -2.28039], [1.64523, -0.61522, -0.00531], [1.04107, -1.12480, 1.58554]], "homo_ev": -10.1}

=====

[6]
{"formula": "C5H9NO", "method": "ωB97M-V with the def2-TZVPD basis set", "elements": ["O", "N", "C", "C", "C", "C", "C", "H", "H", "H", "H", "H", "H", "H", "H", "H"], "xyz": [[1.29514, -0.49576, -2.14607], [-1.05679, 2.09063, 2.28006], [-1.27067, -0.61097, 0.08016], [-0.67089, 1.24572, 1.59679], [1.09474, -0.43674, 1.24480], [-0.19398, 0.21649, 0.68568], [-0.92748, 0.47189, -0.86067], [1.81955, 0.05831, -1.56508], [1.12922, 0.10436, -2.87969], [1.84723, 0.30812, 1.53880], [1.48881, -1.11793, 0.49526], [-2.27831, -0.58862, 0.43364], [0.88511, -1.04745, 2.14613], [-0.81555, 0.07367, -1.87325], [-1.48786, 1.42361, -0.95090], [-0.87438, -1.59797, -0.21066]], "homo_ev": -9.8}

=====

[7]
{"formula": "C5H9NO", "method": "ωB97M-V with the def2-TZVPD basis set", "elements": ["O", "N", "C", "C", "C", "C", "C", "H", "H", "H", "H", "H", "H", "H", "H", "H"], "xyz": [[-0.21220, -1.98843, -0.21274], [-2.21986, -0.87402, 0.43822], [0.65789, 1.13958, 1.04982], [-0.99475, -0.93006, 0.17242], [1.00144, -1.19911, -0.09532], [0.17110, 0.07173, 0.10926], [-0.23856, 0.81705, -1.12982], [-0.13384, 1.80997, 1.38842], [1.15734, 1.85642, 0.14864], [-0.27349, 0.15601, -2.01161], [0.56180, 1.75190, -1.12698], [1.61781, -1.27195, -0.99379], [-1.23527, 1.25061, -0.95511], [1.56898, -1.51733, 0.78857], [-2.62331, -1.81045, 0.48790], [1.19491, 0.73807, 1.94212]], "homo_ev": -9.9}

=====

[8]
{"formula": "C5H9NO", "method": "ωB97M-V with the def2-TZVPD basis set", "elements": ["O", "N", "C", "C", "C", "C", "C", "H", "H", "H", "H", "H", "H", "H", "H", "H"], "xyz": [[-1.32616, 2.14029, -0.13176], [1.22642, 0.00759, -0.86206], [1.30998, 0.29595, 0.56669], [-1.30186, -0.14114, -0.95462], [-1.92810, 1.15496, -0.48673], [0.12598, -0.10165, -1.47505], [1.31020, -0.93515, 1.47711], [1.88741, -1.75709, 1.04391], [-3.03897, 1.13283, -0.46577], [-1.38128, -0.84361, -0.11160], [2.26832, 0.80843, 0.69487], [0.29969, -1.29845, 1.69273], [-1.95007, -0.55144, -1.73957], [0.20128, -0.23547, -2.55925], [1.77135, -0.67186, 2.43568], [0.52582, 0.99581, 0.87540]], "homo_ev": -9.3}

=====

Values of orbital gap, in order: 8.03 10.91 11.41 8.29 10.73 10.43 10.79 10.05, all in eV.
Values of energy relative to the best compared isomer or geometry (same formula, charge and spin), in order: 66.8 84.9 48.7 114.7 55.1 74.0 71.7 44.4, all in kcal/mol.
Values of LUMO energy, in order: -4.503 1.021 0.828 0.646 0.639 0.622 0.921 0.708, all in eV.